This record from OMol25 describes 12 unconnected molecules or ions with the total composition C23H66F3O14S12 in a non-equilibrium geometry. The level of theory is ωB97M-V with the def2-TZVPD basis set.

* E_HOMO: -6.8 eV
* spin multiplicity: 1
* molecular weight: 1008.6 g mol⁻¹
* E: -191752.6644 eV
* charge: -1
* frontier orbital gap: 0.3100 hartree
* strongest force on any atom: 3.17 eV Å⁻¹

The geometry in XYZ format:
```
118
Properties=species:S:1:pos:R:3:forces:R:3
S 2.9969 -3.9819 -2.2630 0.9385 -0.6671 -1.1932
H -3.0836 -2.1675 3.4990 0.2912 -0.1247 -0.0805
C -4.2876 1.5626 2.5659 -1.3324 0.5185 0.1424
C 3.6401 -5.6601 -1.8681 -0.5182 -0.1961 -0.1287
H -4.1730 2.6449 2.5061 0.0558 0.0643 0.2700
H -3.8490 -2.9649 -2.8092 0.5320 0.0849 0.2962
C -0.0127 3.5267 -3.4999 -0.4740 -0.1729 0.5386
H 2.5889 3.9241 0.6139 -0.4261 0.4093 -0.1969
H -1.5966 5.5809 2.3395 -0.0566 -0.8675 -0.9795
H -1.6473 4.2698 -1.3046 -0.0107 0.4387 0.2335
O 1.1430 0.0700 1.4106 -0.3941 0.5962 -1.0859
C -0.7018 4.0305 -0.8178 0.3712 -0.2862 -1.5751
S 2.0804 -5.0368 2.1072 -0.5901 -0.0729 1.0723
H 3.3269 -5.9964 -0.8797 0.3209 0.4376 0.3419
C 0.9858 -1.3669 -4.0799 -0.6830 -0.3407 0.2889
O 4.3808 6.8731 1.8905 -1.4033 -0.7205 -0.4590
H 0.5433 -0.4344 -3.7296 0.3238 0.1155 -0.0487
H -0.1652 0.1383 3.7785 -0.3359 0.2811 0.4303
H 2.8103 1.7584 -2.6345 -0.0149 0.0322 -0.3484
H 2.3370 -2.4865 1.7973 0.1559 -0.2210 0.5077
C -0.6634 -0.1788 -0.5170 2.3693 0.4861 0.6235
O 5.4587 3.7805 -4.2569 -2.3094 -0.3572 0.7787
C 3.7930 2.2297 -2.6194 -0.1434 0.9730 -0.3386
O -1.5073 -2.2041 6.0409 0.6172 0.4785 -1.8282
H 1.1716 -0.6646 4.4924 -0.0023 -0.2703 0.3616
O -1.2804 2.6406 4.6426 -0.1471 0.6039 -0.5552
H -0.6585 2.9457 -0.7206 0.0741 0.0967 0.5433
H 4.0630 2.6826 -6.2320 -0.1867 0.9937 -0.0256
H 0.7479 -3.0593 2.5760 0.3547 0.1763 0.3154
O 2.1033 -0.5603 -0.7315 -1.3729 0.6092 -0.0478
H -2.3071 -0.5518 3.4870 -0.3484 -0.0366 0.0758
H -3.5885 -2.9878 -0.9654 -0.0074 0.4565 -0.3354
S 3.1087 6.0447 1.8403 0.5875 0.1579 0.2399
H 1.1019 -3.2741 0.8846 -0.0134 -0.0089 -0.1330
C -1.0999 -1.1551 -5.7535 0.3928 -0.1276 0.4362
H 5.1595 -3.1365 -1.4349 0.1524 -0.9866 0.3539
H 4.2384 4.0719 0.9889 0.1938 0.4203 0.4431
S 0.7336 -1.3044 -5.9338 0.7467 2.2105 1.3146
C 3.3914 4.6614 0.6378 0.1890 0.3825 0.0773
O 1.3303 0.0742 -6.2833 -1.0920 -1.9540 0.1933
H 1.1858 2.3260 3.1811 -0.6614 -0.3244 -0.3174
S -0.5694 -4.6354 -0.8720 -2.3766 -1.1913 -0.0206
H -3.3889 1.1144 2.1421 -0.1275 -0.3027 0.4606
H -6.2511 2.1357 5.9340 1.1595 -0.4664 0.3170
H 2.3669 2.6726 -5.6163 0.1079 -0.3863 -0.0113
H -2.9354 4.8772 3.2888 0.1488 -0.3856 -0.0358
C -2.1525 -1.6216 3.3465 1.0469 0.8687 1.2252
H 0.7472 6.7398 1.2297 0.1405 -1.0549 0.2315
C 1.7760 7.0430 1.0352 -0.2569 0.1827 -0.5498
H 1.7152 8.0435 1.4633 0.9447 0.0542 0.1398
H -1.3800 -2.0876 -5.2636 -0.1853 -0.2676 -0.3986
H 1.9696 -1.5440 -3.6452 0.4759 0.5498 -1.0619
F -0.9278 0.1886 -1.7922 -0.4532 -0.4320 0.8500
C -1.8563 4.8825 3.1350 1.3832 0.1524 0.7203
H -1.4144 -0.3873 -5.0466 0.4409 0.3530 -0.1013
C 0.6273 3.2195 2.9022 -0.4692 1.4779 0.4978
H 0.6028 3.7602 -4.3686 -0.0246 0.2243 0.2355
H 3.6690 1.4028 -5.3244 -0.6493 -0.1317 0.9140
H -4.6667 0.4592 -1.4127 -0.0624 0.1967 0.1311
H 3.8116 2.7830 -1.6804 0.2722 -0.0315 -0.0183
C 3.4112 2.4600 -5.3872 0.7062 0.1753 -0.0906
H 3.1501 -6.3836 -2.5196 -0.1545 0.3579 -0.4117
C 1.5598 -3.2470 1.8734 -0.4290 -1.2945 -0.3986
F -0.7423 -1.5138 -0.3618 -0.3169 0.5905 -0.5428
C -4.2796 -2.9942 -1.8083 -1.4601 -0.9317 -0.3454
H -4.1783 -0.5371 -0.0668 -0.3876 -0.6319 0.0252
H 0.4553 -2.1666 -3.5630 -0.6497 -0.2737 -0.5382
H -0.0921 -0.0514 5.6522 -0.0319 0.3822 -0.3552
H 0.5169 -6.7049 -0.0379 0.0485 0.2732 0.2153
H 1.8477 7.1161 -0.0499 0.3704 -0.0442 -0.0202
O -1.5751 -4.4749 -2.0058 1.2828 0.0502 0.6297
H -1.1866 -4.9315 1.5155 0.3074 -0.1468 -0.0968
H -3.3297 -0.6165 -1.6113 -0.2105 -0.4694 -0.2370
O 0.8072 5.8567 -2.2669 -0.6602 -1.8124 0.2798
H -5.1832 1.3028 2.0014 0.1069 -0.1724 -0.2610
H 3.6751 5.0376 -0.3451 -0.3568 0.1330 -0.0418
O 1.3875 1.7958 -0.4224 -1.1356 -2.8582 0.7502
H -5.7029 3.1904 4.6486 -0.2319 -0.0002 -0.2425
O -5.2794 -0.3546 4.1747 0.2025 0.7745 -0.2706
O 3.3644 -3.7987 -3.7463 -0.1846 0.1737 2.3014
H -0.0232 2.4455 -3.3619 0.4793 -0.0986 0.2943
H 0.9574 3.9996 3.5883 0.1291 0.1687 -0.0075
H 4.0090 -1.9876 -1.4370 -0.8963 0.1345 0.5168
C -4.3134 -0.5375 -1.1484 -0.5157 1.4776 -0.4639
H -1.0654 3.7538 -3.6683 0.0675 0.6082 -0.0555
H 0.8249 3.5440 1.8806 -0.0905 -0.3028 -0.0308
C -6.0113 2.1689 4.8712 0.0217 -0.1290 -0.5318
H 2.4212 -4.2109 4.3231 -0.1524 -0.1755 0.1453
S 3.9539 3.5336 -3.9785 2.1420 -1.5803 -0.5855
H 0.2182 -6.7640 -1.7545 -0.5688 -0.0492 -0.1300
H -1.6031 -0.9911 -6.7064 0.2647 -0.2376 -0.0109
H -4.8320 -3.9320 -1.7483 -0.0145 -0.1489 -0.0725
F -1.5413 0.3741 0.3420 0.1577 -0.0413 -0.8191
C -1.7057 -4.6115 0.6121 0.3847 -0.7176 0.2414
H 3.8807 -3.2235 -0.0879 0.0526 0.0412 -0.2217
H -1.6566 -1.7201 2.3809 -0.0997 -0.4223 -0.0296
C -0.2373 -6.5044 -0.7989 0.4974 1.2970 0.6467
S -5.5781 -1.7011 -1.8233 0.7500 -0.3760 2.3558
H -0.4945 4.5885 0.0953 -0.0900 -0.1680 -0.1334
H -1.3789 5.4549 3.9304 -0.1408 -0.5045 0.7677
H 4.7101 -5.7591 -2.0510 -0.0026 0.3422 0.2208
S 1.1858 0.3505 -0.0352 1.1155 0.9145 0.5398
H 3.9586 -4.4789 3.5481 0.1750 -0.4221 0.0121
O -6.6032 -1.9748 -0.7277 1.3173 0.3464 -1.4014
H -2.2247 -3.6904 0.8770 0.4474 0.4009 -0.7066
C 2.9798 -4.9268 3.7202 -0.6974 1.0081 -0.6605
H -6.9987 1.8865 4.5060 0.2342 0.0990 -1.0386
S -4.6510 1.0046 4.2796 -0.1355 -0.4435 1.1164
H 4.5826 1.4794 -2.6604 0.0550 0.2229 -0.2671
H -1.1323 -7.0386 -0.4801 -0.0909 0.0948 -0.6104
C 4.1174 -3.0290 -1.1339 0.2635 0.3721 -1.7367
S -0.8619 -2.0720 4.6616 -0.4700 0.1988 0.6602
S 0.6872 4.3509 -2.0025 0.2815 1.3349 -0.2987
H -2.4745 -5.3498 0.3842 0.0338 -0.0284 -0.1570
C 0.1172 -0.4426 4.6566 -0.5801 -1.3340 -0.4853
O 0.8396 -5.8529 2.4692 1.0132 1.1013 -0.6751
H 2.9592 -5.9094 4.1915 0.2338 0.0921 -0.2989
S -1.1834 3.0787 3.2126 -0.0453 -0.0488 -0.1641
```
Positions in Å, forces in eV/Å.

This record from OMol25 describes 6 unconnected molecules or ions with the total composition C23H66N6O5PS in a non-equilibrium geometry. The level of theory is ωB97M-V with the def2-TZVPD basis set.

* E_HOMO: -10.4 eV
* spin multiplicity: 1
* molecular weight: 569.9 g mol⁻¹
* E: -64212.3460 eV
* charge: +1
* frontier orbital gap: 0.2522 hartree
* strongest force on any atom: 2.83 eV Å⁻¹

The geometry in XYZ format:
```
102
Properties=species:S:1:pos:R:3:forces:R:3
H 0.5668 -2.0851 -0.5781 0.2589 0.0824 -0.3959
C 0.1643 3.3354 -0.5121 0.0917 -0.1600 -0.1001
C -0.2154 -2.2849 0.1335 -0.1559 0.0531 0.5779
H 7.0565 7.7632 -4.0407 -0.0382 0.0335 -0.0109
C -11.4377 -1.4213 1.3338 -0.0433 0.0657 -0.0695
N 4.6591 7.9772 -2.7225 -0.0467 -0.1034 0.1751
H -0.7937 -1.3748 0.1984 -0.2401 0.3542 -0.0232
H 2.1417 1.6207 -4.7176 0.0377 0.0177 0.0237
H 3.2193 -5.3459 6.5998 0.0389 -0.0059 -0.0215
C 0.5588 2.6582 0.8064 -0.1732 0.1373 0.0598
H 2.9386 -4.3942 3.7199 -0.0009 0.0244 -0.0126
H -0.2297 2.8462 1.5392 -0.0201 -0.0941 0.0036
N -4.7279 -2.1053 1.3462 0.0946 -0.4020 -0.3476
H -0.7824 1.6961 -1.2167 0.0322 -0.0146 -0.0478
H 4.6415 4.6716 -4.1429 0.1193 0.0295 0.0008
H 0.6380 -0.1494 -4.9961 -0.0016 0.0697 -0.0109
P -4.2614 -3.3698 0.5868 -1.7550 1.1243 1.9151
H 7.4000 6.1288 -3.4726 -0.0077 -0.0153 -0.0001
C 1.2282 -2.8816 5.1845 -0.1215 0.0461 0.0145
H 5.6098 3.7310 -2.9714 0.0601 0.0540 0.0010
C 1.8148 -4.2720 5.3927 0.0632 0.1475 -0.1170
H 5.7204 0.1358 -4.0449 -0.0150 0.0340 -0.0049
H -12.3854 -1.0900 1.7533 -0.0044 -0.0102 0.0515
C 1.9281 -1.8368 -4.9205 -0.0344 -0.0102 -0.0240
H 3.8635 3.4714 -3.1070 0.0464 -0.0723 -0.0595
H 6.2985 5.2325 -1.4511 0.0333 0.0133 -0.0740
H -8.9774 -0.6028 0.3965 -0.0707 -0.0462 -0.0167
H 3.9818 -1.9532 4.9078 -0.0542 0.0584 0.0580
H -9.0205 -2.6245 -0.4582 -0.0494 0.0252 0.0067
H 2.2293 3.7481 -1.0715 0.0094 -0.0036 -0.0090
H 0.6407 -1.6386 1.9672 0.2395 0.2416 0.3733
C -8.9199 -0.9545 1.4346 0.0515 0.2501 0.1622
H 1.2198 -3.2206 1.4208 0.3274 -0.2921 0.2631
H 4.6273 -1.2472 -3.9673 -0.0061 -0.0531 -0.0865
H 2.0598 -0.2370 0.6419 0.0096 0.0183 0.0338
H -10.4717 0.2319 2.2559 0.0609 0.0449 -0.0157
N -0.9933 2.6872 -1.1386 -0.0697 -0.0322 0.1671
O 3.7550 0.6448 -4.0399 0.0328 -0.0717 -0.0192
H 1.4866 2.4164 -1.9679 0.0324 0.0066 0.0154
H 1.1119 -2.3474 6.1283 0.0281 -0.0032 0.0157
C 6.6023 6.8503 -3.6592 0.0983 -0.0005 0.0062
N -10.2769 -1.4354 3.4729 0.2477 0.0710 -0.0728
H -9.9487 -2.3935 3.3920 -0.1083 -0.0391 0.0174
H -5.2841 -4.0137 -0.1268 0.5114 -0.4170 -0.4015
N 2.1090 -4.8593 4.0796 0.0296 -0.0646 0.0391
H -9.5812 -0.9753 4.0529 -0.1056 0.0597 0.0465
O 4.3479 5.1657 -2.1343 -0.0619 -0.0108 0.0251
O 0.6711 1.2450 0.7086 0.1890 -0.0808 0.0071
H 2.1757 -0.5068 -2.5582 0.0244 -0.0489 -0.0340
H -8.0262 -3.8834 0.3041 -0.0016 0.0002 0.0132
C 1.3004 3.3954 -1.5226 0.0756 0.1112 -0.0625
H -11.4410 -2.5109 1.3560 0.0354 -0.0180 0.0183
H -5.7174 -1.9231 1.1855 -0.0135 0.3688 0.0304
O 4.2309 -3.8469 5.7414 -0.0133 0.1187 -0.0172
H 6.4675 7.7404 -1.7335 -0.0033 -0.0181 0.0649
H -1.7885 2.7325 -0.5071 -0.0287 0.0940 -0.0704
H 2.2716 -1.8509 -5.9556 0.0137 -0.0011 0.0063
H 5.5063 -2.2696 5.7409 0.0118 -0.0288 0.0114
H 1.0587 -2.4889 -4.8462 -0.0359 -0.0134 0.0218
C -1.0761 -3.4439 -0.3731 0.6586 0.6158 -0.3173
C -10.2798 -0.8377 2.1364 -0.0870 -0.2545 -0.0007
H 1.4855 3.0803 1.2118 0.0264 0.0167 -0.0742
H 4.8429 -0.3624 -5.5026 -0.0266 -0.0242 -0.0179
N 1.2839 -0.4185 -3.0387 -0.0974 0.0257 0.0157
C 1.9378 0.7819 0.2703 -0.1649 -0.1965 -0.0274
H 1.9983 0.7519 -0.8204 0.1379 0.0992 0.1248
H 5.1029 6.2082 -0.5986 -0.0555 -0.0137 -0.0161
H 5.9612 6.4555 -4.4473 -0.0556 -0.0333 0.0176
C 5.8190 7.1486 -2.3858 -0.0583 -0.0643 -0.2015
H -0.1257 4.3608 -0.2692 0.0027 0.0120 0.0584
H 2.3999 -5.8249 4.2023 -0.0771 -0.0231 -0.0126
H -1.1572 -4.2373 0.3508 -0.4145 -0.2768 0.3290
H 0.9467 0.5041 -2.7752 -0.0726 -0.0416 -0.0466
H -0.6304 -3.8499 -1.2648 -0.0581 -0.3403 -0.4143
H 2.8284 -3.7601 7.2590 -0.0524 0.0552 -0.0345
H 2.8876 0.5686 -5.9174 -0.0248 -0.1100 0.0034
H -2.6919 -1.5775 -0.8093 -0.0434 0.0625 0.4740
C -8.8092 -3.1426 0.4811 0.0844 -0.1036 0.1884
H 4.0341 -2.0056 6.6918 -0.0411 0.0124 -0.0009
H 2.7098 -2.2681 -4.2957 0.0572 0.0394 0.0184
H 3.9801 7.3864 -3.1943 0.0231 0.0345 -0.0823
O -8.3385 -2.2521 1.4782 0.1615 0.0157 -0.3073
C 2.6040 0.6397 -4.8603 -0.1368 0.1917 0.0410
H -0.3898 -3.0624 2.1154 -0.0968 -0.1070 0.4882
H -3.6790 -4.3013 1.4560 0.6786 -0.2329 -0.6406
C 4.4325 -2.4460 5.7737 0.0942 -0.0776 -0.0675
H -11.3998 -1.0988 0.2914 0.0067 -0.0102 -0.0060
H -9.6999 -3.6762 0.8149 -0.0555 0.0062 -0.1139
C 0.3634 -2.5749 1.5158 -0.2780 0.0594 -0.7691
C 4.6500 4.2254 -3.1455 -0.2332 -0.0657 0.0677
H 2.7536 1.3924 0.6635 -0.0036 0.0607 -0.0145
S -2.7307 -2.9152 -0.9136 0.2219 -0.7691 -1.0988
H 1.8471 -2.2745 4.5233 0.0651 -0.0092 0.0114
C 3.0307 -4.3045 6.3280 -0.0258 -0.1754 0.0729
C 5.4328 5.8931 -1.5923 0.0871 0.0747 0.1189
H 1.0495 4.0746 -2.3357 -0.0479 0.0041 -0.0167
H 1.0419 -4.8854 5.8641 0.0281 -0.0486 0.0426
H 4.1916 8.2697 -1.8694 0.0575 0.0963 -0.0179
H -8.2128 -0.3049 1.9565 0.0296 -0.0526 0.0337
H 0.2437 -2.9625 4.7227 0.0014 -0.0011 -0.0211
C 1.5633 -0.4233 -4.4818 0.1149 -0.1474 -0.0188
C 4.7772 -0.2625 -4.4162 0.0457 0.0725 0.1313
```
Positions in Å, forces in eV/Å.